#1
The following is a DFT calculation (ωB97M-V/def2-TZVPD) of a single C5H9NO2 molecule.

Each atom is followed by the atoms it is bonded to, with distances in Å.
Geometry (Å):
1 O -0.7230 -1.2766 -0.7648  C10 1.459, H16 1.050
2 H -2.6304 -0.8483 -0.6247  O9 1.150
3 H 0.7268 -0.6868 -1.4654  C4 1.276
4 C 0.9474 0.0104 -0.4193  H3 1.276, N6 1.505, C7 1.450, C10 1.465
5 H -0.1561 -1.0849 1.1421  C10 1.060
6 N 0.3951 1.3890 -0.6635  C4 1.505, C13 1.212
7 C 2.2064 -0.0859 0.2937  C4 1.450, H14 1.073, H15 1.074, H17 1.142
8 H -1.2642 0.7514 1.5459  C12 0.997
9 O -2.5745 0.0565 0.0825  H2 1.150, C12 1.477
10 C -0.2423 -0.4239 0.3176  O1 1.459, C4 1.465, H5 1.060, C12 1.401
11 H -1.3016 2.4118 -0.8013  C13 1.071
12 C -1.2582 0.5052 0.5794  H8 0.997, O9 1.477, C10 1.401, C13 1.536
13 C -0.7402 1.6372 -0.3206  N6 1.212, H11 1.071, C12 1.536
14 H 3.0652 0.4087 -0.1173  C7 1.073
15 H 2.2853 0.3301 1.2803  C7 1.074
16 H -1.3194 -1.9405 -0.2112  O1 1.050
17 H 2.5838 -1.1534 0.1465  C7 1.142

Gap between HOMO and LUMO: 9.16 eV
LUMO energy: 0.41 eV
SMILES: C[C@@H]1N=C[C@@H](O)[C@H]1O
HOMO energy: -8.75 eV



#2
The following is a DFT calculation (ωB97M-V/def2-TZVPD) of 2 unconnected molecules or ions with the total composition C5H9NO2.

Each atom is followed by the atoms it is bonded to, with distances in Å.
Geometry (Å):
1 O -2.2845 0.2462 -0.3161  C16 1.288
2 H 1.7024 0.3217 -2.3909  C9 1.105
3 H -3.2188 -0.3369 1.4956  C16 1.132
4 C 0.9145 -0.4655 0.2989  C5 1.596, H8 1.102, C14 1.476, H17 1.108
5 C 0.1959 -0.7620 -1.0952  C4 1.596, C9 1.418, H11 1.109
6 N 1.7901 1.3127 1.5021  H13 0.984, C14 1.414
7 O -1.8095 -1.6563 0.8981  C16 1.304
8 H 2.0164 -0.4747 0.2675  C4 1.102
9 C 0.7245 -0.1807 -2.2755  H2 1.105, C5 1.418, H10 1.105
10 H 0.1110 -0.4411 -3.1567  C9 1.105
11 H -0.8236 -1.1899 -1.0107  C5 1.109
12 H 0.3680 1.5547 -0.1049  C14 1.102
13 H 1.5410 2.1516 1.9528  N6 0.984
14 C 0.6627 0.9189 0.7450  C4 1.476, N6 1.414, H12 1.102, H15 1.129
15 H -0.2426 0.7655 1.4026  C14 1.129
16 C -2.4407 -0.5332 0.6973  O1 1.288, H3 1.132, O7 1.304
17 H 0.7934 -1.2309 1.0902  C4 1.108

Gap between HOMO and LUMO: 3.76 eV
LUMO energy: -4.90 eV
HOMO energy: -8.66 eV



If you had to bet on the most stable structure above, which would it be? Bet on #1.